Molecular formula: C33H33F3Ge2N4OPtS
Method: DFT, ωB97M-V/def2-TZVPD

Geometry (Å):
Pt  0.28  0.68  1.51
N  -2.69  2.58  4.04
C  -1.70  1.87  3.51
S  -1.58  1.95  1.75
N  -0.92  1.21  4.33
N  0.04  0.54  3.67
C  0.88  -0.21  4.27
C  1.85  -0.93  3.43
C  2.82  -1.73  4.00
C  3.70  -2.43  3.18
C  3.55  -2.33  1.81
C  2.57  -1.50  1.30
N  1.75  -0.79  2.09
H  -3.35  3.07  3.46
H  -2.86  2.51  5.03
H  0.86  -0.31  5.35
H  2.87  -1.81  5.08
H  4.48  -3.04  3.61
H  4.18  -2.89  1.14
H  2.42  -1.39  0.24
F  -6.46  -5.26  -1.56
C  -5.48  -5.73  -0.77
F  -4.85  -6.70  -1.45
F  -6.07  -6.32  0.28
C  -4.53  -4.65  -0.34
C  -3.34  -5.02  0.27
C  -2.43  -4.05  0.66
C  -2.72  -2.70  0.46
C  -3.93  -2.34  -0.13
C  -4.83  -3.31  -0.53
C  -1.78  -1.68  0.82
C  -0.96  -0.83  1.09
H  -3.12  -6.07  0.43
H  -1.50  -4.33  1.12
H  -4.16  -1.29  -0.28
H  -5.77  -3.04  -0.99
C  3.02  1.99  2.63
C  1.65  2.28  2.06
O  1.22  3.37  1.96
H  3.59  2.91  2.66
H  3.53  1.22  2.05
H  2.88  1.61  3.65
C  1.33  3.55  -3.25
Ge  1.20  3.58  -1.30
C  2.97  4.02  -0.60
C  -0.13  4.84  -0.65
Ge  0.53  1.19  -0.89
C  1.96  0.15  -1.71
C  1.74  -0.76  -2.75
C  2.80  -1.50  -3.27
C  4.08  -1.34  -2.77
C  4.32  -0.42  -1.75
C  3.26  0.31  -1.24
C  -1.11  0.90  -1.91
C  -1.59  -0.39  -2.14
C  -2.72  -0.61  -2.90
C  -3.42  0.47  -3.44
C  -2.98  1.76  -3.19
C  -1.83  1.98  -2.43
H  1.64  4.54  -3.58
H  0.38  3.31  -3.73
H  2.08  2.82  -3.57
H  3.35  4.86  -1.19
H  3.68  3.20  -0.69
H  2.91  4.34  0.44
H  0.28  5.84  -0.79
H  -0.33  4.69  0.41
H  -1.06  4.77  -1.20
H  0.75  -0.89  -3.16
H  2.61  -2.21  -4.06
H  4.90  -1.92  -3.17
H  5.32  -0.29  -1.36
H  3.46  1.03  -0.44
H  -1.08  -1.24  -1.70
H  -3.07  -1.62  -3.08
H  -4.31  0.31  -4.03
H  -3.52  2.61  -3.60
H  -1.51  2.99  -2.25

Output
Orbital gap (spin up / spin down) in Eh: 0.259 / 0.178
Spin multiplicity: 2
LUMO energy (spin up / spin down) in eV: -3.745 / -5.947
Largest force on an atom in eV/A: 1.36
Highest occupied orbital energy (spin up / spin down) in eV: -10.79 / -10.78
Charge: +1
<S²>: 0.764

=====

Molecular formula: C33H33FI2MnN12O
Method: DFT, ωB97M-V/def2-TZVPD

Geometry (Å):
Mn  0.22  0.53  0.84
I  2.21  -0.64  7.68
C  2.11  -0.79  5.56
C  3.18  -0.39  4.79
C  3.07  -0.50  3.42
I  4.70  0.04  2.22
C  1.91  -0.96  2.76
O  1.79  -0.96  1.48
C  0.89  -1.47  3.62
C  -0.33  -2.06  2.97
N  -1.12  -1.00  2.34
C  -2.49  -1.40  2.11
C  -3.26  -0.34  1.37
C  -4.62  -0.19  1.58
C  -5.34  0.72  0.83
C  -4.65  1.45  -0.14
C  -3.29  1.24  -0.28
N  -2.58  0.38  0.46
C  0.98  -1.35  4.99
H  4.07  0.00  5.25
H  -0.93  -2.60  3.72
H  -0.02  -2.76  2.19
H  -1.17  -0.20  3.00
H  -3.02  -1.62  3.07
H  -2.49  -2.32  1.52
H  -5.11  -0.80  2.33
H  -6.40  0.87  0.99
H  -5.16  2.16  -0.77
H  -2.74  1.77  -1.04
H  0.17  -1.69  5.62
C  -2.82  -1.82  -2.66
C  -1.75  -2.08  -1.59
C  -2.05  -3.39  -0.85
C  -0.37  -2.08  -2.21
C  0.05  -3.16  -2.96
C  1.29  -3.16  -3.58
C  2.13  -2.08  -3.40
C  1.74  -0.98  -2.66
C  2.70  0.17  -2.44
C  3.84  -0.30  -1.53
C  3.22  0.76  -3.75
C  0.46  -0.96  -2.06
N  0.02  0.18  -1.37
C  -0.29  1.25  -2.12
C  -0.38  1.25  -3.53
C  -0.76  2.37  -4.24
C  -1.09  3.56  -3.61
C  -1.02  3.60  -2.22
C  -0.64  2.49  -1.52
F  -0.64  2.57  -0.14
H  -3.81  -1.81  -2.20
H  -2.80  -2.60  -3.43
H  -2.65  -0.86  -3.13
H  -1.78  -1.26  -0.87
H  -2.06  -4.25  -1.52
H  -3.02  -3.33  -0.37
H  -1.28  -3.56  -0.09
H  -0.59  -4.02  -3.09
H  1.61  -4.01  -4.18
H  3.11  -2.10  -3.86
H  2.19  0.98  -1.90
H  4.44  -1.08  -2.01
H  3.41  -0.70  -0.62
H  4.48  0.53  -1.28
H  3.79  0.03  -4.32
H  3.86  1.61  -3.53
H  2.39  1.11  -4.35
H  -0.14  0.34  -4.07
H  -0.81  2.32  -5.32
H  -1.39  4.43  -4.17
H  -1.26  4.50  -1.67
N  2.14  2.80  3.07
C  0.97  2.30  3.57
N  0.64  2.40  4.85
N  -0.53  1.77  4.95
N  -0.89  1.33  3.80
N  0.03  1.64  2.87
C  2.40  2.88  1.72
N  3.23  3.77  1.19
N  3.20  3.50  -0.12
N  2.42  2.52  -0.36
N  1.88  2.07  0.77
H  2.60  3.48  3.64

Output
Orbital gap (spin up / spin down) in Eh: 0.215 / 0.219
Spin multiplicity: 6
LUMO energy (spin up / spin down) in eV: 3.801 / 3.801
Largest force on an atom in eV/A: 1.19
Highest occupied orbital energy (spin up / spin down) in eV: -2.06 / -2.17
Charge: -2
<S²>: 8.753

=====

Molecular formula: C33H33FN3O2PSV
Method: DFT, ωB97M-V/def2-TZVPD

Geometry (Å):
V  -1.40  1.64  -0.30
N  -3.58  2.12  -0.62
C  -3.94  2.10  -2.06
C  -2.82  2.79  -2.80
N  -1.54  2.10  -2.41
H  -4.16  1.47  -0.10
H  -3.80  3.04  -0.24
H  -4.89  2.59  -2.26
H  -4.03  1.06  -2.38
H  -2.74  3.84  -2.51
H  -2.95  2.75  -3.88
H  -0.75  2.62  -2.78
H  -1.51  1.19  -2.86
O  -1.79  -0.08  -0.70
S  -0.89  -1.40  -0.50
C  -1.24  -2.35  -1.92
C  -0.16  -3.04  -2.46
C  -0.40  -3.87  -3.55
C  -1.68  -3.97  -4.07
C  -2.74  -3.26  -3.52
C  -2.54  -2.45  -2.42
C  -1.76  -2.23  0.80
C  -1.35  -3.54  1.05
C  -1.96  -4.23  2.09
C  -2.95  -3.61  2.85
C  -3.33  -2.30  2.59
C  -2.73  -1.59  1.56
H  0.84  -2.93  -2.05
H  0.42  -4.43  -3.98
H  -1.86  -4.62  -4.92
H  -3.74  -3.36  -3.93
H  -3.36  -1.93  -1.95
H  -0.59  -4.03  0.45
H  -1.68  -5.25  2.29
H  -3.43  -4.16  3.65
H  -4.09  -1.83  3.19
H  -3.00  -0.56  1.37
O  -0.46  4.61  0.29
C  -0.93  3.67  -0.09
N  0.24  1.55  -0.12
P  1.70  1.13  0.70
C  1.15  0.46  2.24
C  1.16  -0.92  2.47
C  0.68  -1.41  3.68
C  0.18  -0.53  4.63
C  0.15  0.84  4.39
C  0.64  1.34  3.20
C  2.52  -0.05  -0.34
C  2.27  -0.10  -1.71
C  3.03  -0.92  -2.52
C  4.04  -1.70  -1.96
C  4.29  -1.65  -0.60
C  3.54  -0.82  0.22
C  2.70  2.56  0.92
C  3.46  2.70  2.09
C  4.37  3.74  2.18
C  4.53  4.62  1.12
C  3.78  4.48  -0.05
C  2.88  3.44  -0.16
H  1.55  -1.61  1.73
H  0.71  -2.47  3.88
H  -0.19  -0.92  5.57
H  -0.23  1.51  5.14
H  0.63  2.41  3.02
H  1.49  0.52  -2.15
H  2.85  -0.95  -3.59
H  4.64  -2.34  -2.60
H  5.09  -2.25  -0.17
H  3.77  -0.76  1.28
H  3.34  2.01  2.91
H  4.97  3.85  3.07
H  5.25  5.43  1.20
H  3.92  5.17  -0.87
H  2.31  3.32  -1.08
F  -1.89  1.75  1.36

Output
Orbital gap in Eh: 0.241
LUMO energy in eV: -10.489
Largest force on an atom in eV/A: 1.89
Highest occupied orbital energy in eV: -17.06
Charge: +3

=====

Number 1: E -6542.246650 hartree. Number 2: E -3856.045901 hartree. Number 3: E -3374.607951 hartree.